(1)
Density functional theory data (wB97M-V/def2-TZVPD) for a structure of composition C20H55Cl2NO21V in a non-equilibrium geometry.

Values from the calculation:
orbital gap (alpha / beta): 7.98 / 8.80 eV
HOMO energy (alpha / beta): -8.046 / -8.866 eV
E_tot: -116847.2712 eV
2S+1: 4

Structure (XYZ):
```
100
Properties=species:S:1:pos:R:3:mulliken_spin:R:1
V -2.44260 1.07617 0.08204 2.913
Cl -3.58824 2.43868 -1.78435 0.007
Cl -0.55703 -0.10736 -0.97426 0.055
O 1.66481 1.04855 5.46363 0.000
O 2.87452 1.06135 -1.06593 -0.001
O -1.65229 5.58427 1.08048 0.001
O -2.99810 -1.02300 -6.34981 0.000
O 0.20944 4.71195 0.26766 0.001
O 1.83922 -1.99920 -4.41551 0.000
O -1.53317 3.34211 0.56576 -0.017
O 0.29022 2.07279 -3.80977 -0.001
O -1.84735 0.62469 2.25192 0.018
O -3.51225 -0.79484 -0.11377 -0.001
O 2.45201 -0.71379 4.19989 0.000
O 1.72278 1.28858 3.28727 0.000
O 5.54557 -4.07747 1.03365 0.000
O 5.71007 -2.40480 -0.68128 0.000
O -6.32972 2.18032 2.01684 0.002
O 1.01745 -2.73043 0.16137 -0.002
O 1.34991 -4.05632 -2.31273 0.000
O -4.11255 1.77233 1.34046 -0.009
O -4.56846 3.19944 3.13502 0.002
O -3.60188 -1.57949 -4.33248 0.000
O 7.52722 -2.95158 0.46520 0.000
N -2.76617 -1.48830 -5.23916 0.000
C 6.18526 -3.26986 0.25432 0.000
C 1.78072 0.44491 6.69028 0.000
C -5.51717 4.03203 3.79236 0.000
C -1.06627 4.44310 0.68050 0.004
C -3.06712 5.68984 1.27910 -0.001
C -1.68265 1.51070 3.33449 0.009
C -4.94391 2.34282 2.06318 0.004
C 4.33190 -2.45786 -0.96296 0.000
C 0.33295 -5.06687 -2.30030 0.000
C 8.25538 -3.67106 1.45904 0.000
C 2.21345 0.94464 1.99946 -0.006
C -0.80698 1.79801 -4.74030 0.000
C -1.35633 -2.00112 -4.98595 0.000
C 3.15428 1.35866 -2.42760 -0.001
C -6.95396 1.30147 1.18261 0.000
C 2.87762 -2.88595 -4.72381 0.000
C 1.03684 3.69138 -0.37103 -0.005
C 1.97349 0.42146 4.32637 0.000
C -3.69971 -1.97128 0.56603 0.004
C 0.72334 -2.67128 1.46160 0.001
H 3.00724 0.19802 2.02292 0.000
H 1.22773 -1.76397 1.79401 0.001
H 2.68430 0.61559 7.27553 0.000
H 3.63020 -2.85892 -3.93579 0.000
H -0.92465 -1.39185 -4.19188 0.001
H 1.54139 3.03365 0.33673 0.001
H -7.79395 0.92450 1.76605 0.000
H -3.20606 5.32638 2.29729 0.001
H 3.29771 -2.61862 -5.69343 0.000
H -6.37444 3.40281 4.03171 0.000
H 1.37606 -2.32861 -3.64184 0.000
H 1.47910 -0.60176 6.73040 0.000
H -1.36503 -0.14393 2.56523 -0.003
H -1.60005 2.54294 2.99424 -0.002
H -2.85527 -1.98193 1.25517 0.001
H -6.38521 0.42569 0.87013 0.001
H 4.14655 1.02604 -2.73234 0.000
H -4.99619 4.61116 4.55478 0.000
H 0.99053 -3.56792 2.02082 0.000
H -3.33609 6.74529 1.23690 0.000
H -0.33680 -2.43375 1.54990 0.000
H 9.29736 -3.35434 1.41363 0.000
H 1.93800 4.14776 -0.78060 0.000
H 8.23820 -4.74560 1.27688 0.000
H 1.96340 0.76250 -1.01953 0.001
H 3.85283 -3.35957 -0.58150 0.000
H -7.36848 1.74610 0.27785 0.000
H 3.89397 -1.67925 -0.33838 0.000
H -3.75610 -2.92867 0.04803 0.000
H 1.12515 0.96152 7.39132 0.000
H -0.80804 0.71407 -4.85501 0.000
H 1.34692 -3.72110 -1.41317 0.000
H 7.84630 -3.50158 2.45504 0.000
H -1.46936 -3.05330 -4.72472 0.000
H -0.72487 -1.97865 -5.87412 0.000
H 2.51168 -3.91266 -4.73147 0.000
H -3.59425 5.02668 0.59319 0.000
H -4.67614 -1.94953 1.04998 0.001
H 2.54888 1.84521 1.48510 0.000
H -2.64695 1.40067 3.83058 -0.001
H 0.21685 1.50864 -3.03650 0.001
H 0.50439 3.15383 -1.15566 0.004
H -0.66062 -4.64776 -2.14135 0.000
H 0.63137 -5.74778 -1.50316 0.000
H -0.80863 1.40752 3.97756 0.000
H 3.04948 2.41459 -2.67685 0.000
H 4.04918 -2.37220 -2.01216 0.000
H 1.38680 0.49204 1.45182 0.006
H 2.50522 0.76231 -3.06885 0.000
H -5.94023 4.78736 3.13010 0.000
H -0.59903 2.36838 -5.64559 0.000
H 0.41290 -5.62575 -3.23269 0.000
H 0.71620 -1.87416 -0.15109 0.002
H -3.88602 -0.84880 -0.99637 0.006
H -1.76798 2.18229 -4.39841 0.000
```

=====

(2)
Density functional theory data (wB97M-V/def2-TZVPD) for a structure of composition C20H55CuN5O9S in a non-equilibrium geometry.

Values from the calculation:
orbital gap: 6.58 eV
energy above the lowest of the compared OMol25 structures with the same formula, charge and spin: 2.49 kcal/mol
HOMO energy: -4.176 eV
E_tot: -102984.0385 eV
total charge: -1

Structure (XYZ):
```
91
Properties=species:S:1:pos:R:3:lowdin_charge:R:1
Cu 0.77970 0.65401 0.43747 0.285
S 3.58724 0.03766 1.19301 0.225
O 3.94161 1.42304 0.82982 -0.411
O 2.61409 -0.44964 0.17694 -0.457
O 3.33218 3.53068 -2.66784 -0.195
O 2.89223 -0.04689 2.47715 -0.401
O -1.60841 -4.81297 2.40577 -0.206
O -2.60677 3.33362 3.14495 -0.172
O 4.81767 -0.75900 1.16271 -0.393
O -0.13604 -3.66331 -3.59731 -0.205
O -3.82008 0.66739 -2.34022 -0.195
N 0.41654 -2.00463 1.03830 0.056
N 0.47945 1.42496 2.67682 0.065
N 1.68467 -0.68104 -2.45980 0.057
N 1.76096 2.25344 -0.77906 0.038
N -1.41713 1.12311 -0.74124 0.068
C 4.59561 3.91525 -3.13005 -0.114
C -3.01220 -0.24119 0.43167 -0.059
C -1.22980 3.07521 3.26970 -0.224
C -1.19297 0.76987 4.29069 -0.059
C -2.09012 -0.20520 -0.79503 -0.402
C -2.88482 -0.36032 -2.07935 -0.234
C -4.13169 0.82770 -3.72866 -0.085
C -3.03104 4.42370 3.94481 -0.108
C 0.75175 -3.02188 3.16936 -0.040
C 2.54942 -2.77769 -3.40278 -0.067
C 1.02038 4.42511 0.20223 -0.060
C -1.27961 -4.42851 -3.22298 -0.098
C 2.85073 4.24308 -1.55353 -0.220
C -1.09504 -6.01804 1.86658 -0.114
C 1.53309 3.68903 -1.00901 -0.398
C -1.28541 -3.62221 1.67768 -0.184
C 0.15564 -2.63384 -2.65595 -0.186
C -0.93615 1.60780 3.06491 -0.408
C 0.20374 -3.32815 1.74710 -0.374
C 1.33536 -1.86382 -3.26342 -0.415
H 0.05052 4.01751 0.49403 0.058
H 1.28175 -2.09840 0.50204 0.056
H 4.65397 3.79610 -4.21218 0.082
H 0.13081 -2.32257 3.73160 0.067
H 2.78721 5.31406 -1.81427 0.120
H -1.47294 -6.92835 2.33480 0.081
H 2.28523 -0.15345 -3.07782 0.068
H 0.46245 -3.12881 -1.72670 0.122
H -3.52659 0.71969 0.52368 0.080
H -1.15588 -0.29703 4.07084 0.064
H -1.89096 -2.77143 1.97708 0.116
H 5.45309 3.47055 -2.62367 0.095
H -0.71265 -2.00037 -2.47132 0.089
H 2.09835 -0.82985 -1.54079 0.025
H 1.09800 2.10618 3.11239 0.099
H 0.76737 -4.12592 1.26900 0.125
H 1.75466 -2.59691 3.14416 0.083
H -0.80078 3.40369 4.22845 0.128
H -0.60116 3.64712 2.57332 0.107
H -3.54070 1.67166 -4.08504 0.087
H 0.86025 0.58656 3.11167 0.051
H -0.02200 -5.92107 2.01676 0.079
H -5.20085 1.02573 -3.77940 0.082
H -1.42725 -6.20333 0.83688 0.084
H 0.90233 5.50629 0.08695 0.074
H 2.59332 2.11970 -0.16658 0.040
H 2.87472 -3.12947 -2.42279 0.086
H 0.72780 -3.98310 3.69914 0.070
H -2.21973 -3.96581 -3.53750 0.079
H -2.48582 5.32802 3.66419 0.088
H -1.46339 -1.09581 -0.74674 0.101
H -1.18152 -5.41274 -3.67353 0.082
H -1.59727 1.22896 2.28535 0.103
H -2.53928 -0.39487 1.40049 0.052
H -3.91186 -0.08699 -4.28010 0.082
H -1.31347 -4.47033 -2.13049 0.071
H 2.27641 1.98762 -1.62038 0.072
H -0.51795 0.99326 5.12249 0.087
H 1.15260 -1.46036 -4.26237 0.132
H 3.65437 4.23090 -0.80247 0.137
H -1.00773 1.26914 -1.66926 0.079
H -2.23266 -0.55631 -2.93636 0.112
H 1.64606 4.35863 1.09660 0.086
H -3.49165 -1.26670 -1.91610 0.126
H 0.86126 3.76153 -1.87306 0.137
H 0.82195 -1.38705 1.73494 0.017
H -3.79946 -0.99526 0.34756 0.079
H -2.20020 1.76695 -0.87650 0.079
H 4.65270 5.00841 -3.01576 0.079
H 2.27475 -3.70546 -3.92068 0.064
H -1.45300 -3.92381 0.63254 0.107
H -4.08937 4.56237 3.72407 0.084
H 3.29799 -2.33705 -4.05966 0.074
H -2.93779 4.16737 5.00319 0.087
H -2.17076 0.99428 4.73587 0.079
```